Entry 1:
ORCA calculation (the ωB97M-V functional and the def2-TZVPD basis) on a molecular structure, C44H62B3N6O5P at a distorted geometry.

Properties
Charge: 0

Cartesian coordinates (Å):
1 C 7.095 -0.130 -1.550
2 O 6.205 0.372 -0.565
3 C 4.937 0.739 -1.121
4 C 4.980 2.248 -1.500
5 C 3.539 2.902 -1.594
6 C 3.242 3.180 -3.114
7 C 2.123 4.243 -3.352
8 C 0.756 3.803 -2.701
9 C 0.240 2.568 -3.533
10 C -1.131 2.844 -4.281
11 B -1.872 1.434 -4.323
12 O -3.013 1.232 -3.472
13 B -2.517 0.284 -2.513
14 C -2.382 0.725 -0.988
15 C -3.767 0.805 -0.226
16 C -3.433 1.299 1.237
17 O -3.056 0.168 2.017
18 O -2.140 -0.979 -3.049
19 B -1.229 -0.724 -4.131
20 P 0.391 -1.792 -4.227
21 C 1.571 -0.821 -3.097
22 C -0.018 -3.308 -3.181
23 O -1.477 0.307 -5.095
24 H 7.083 -1.243 -1.537
25 H 8.133 0.172 -1.312
26 H 6.855 0.196 -2.585
27 H 4.796 0.099 -2.024
28 H 4.153 0.482 -0.384
29 H 5.544 2.855 -0.765
30 H 5.511 2.347 -2.470
31 H 2.764 2.260 -1.137
32 H 3.536 3.899 -1.106
33 H 3.057 2.224 -3.648
34 H 4.171 3.609 -3.553
35 H 2.416 5.274 -3.085
36 H 1.922 4.237 -4.450
37 H -0.015 4.591 -2.784
38 H 0.886 3.496 -1.645
39 H 0.051 1.727 -2.818
40 H 1.002 2.203 -4.249
41 H -0.987 3.328 -5.264
42 H -1.716 3.507 -3.607
43 H -1.622 0.132 -0.436
44 H -1.992 1.772 -1.000
45 H -4.218 -0.203 -0.187
46 H -4.383 1.535 -0.783
47 H -2.538 1.958 1.165
48 H -4.296 1.834 1.664
49 H -2.426 -0.353 1.517
50 H 1.778 0.156 -3.575
51 H 1.099 -0.692 -2.101
52 H 2.519 -1.371 -2.959
53 H -0.662 -3.001 -2.329
54 H 0.910 -3.733 -2.714
55 H -0.519 -4.086 -3.786
56 N -7.626 3.585 -5.183
57 C -6.557 3.057 -4.578
58 C -5.578 2.329 -5.234
59 C -5.714 2.131 -6.599
60 C -6.815 2.667 -7.249
61 C -7.734 3.382 -6.500
62 H -6.497 3.236 -3.510
63 H -4.733 1.927 -4.692
64 H -4.971 1.566 -7.149
65 H -6.956 2.533 -8.314
66 H -8.609 3.823 -6.965
67 N -0.945 4.277 2.536
68 C 0.170 4.481 3.244
69 C 0.189 4.657 4.618
70 C -1.017 4.623 5.301
71 C -2.187 4.414 4.588
72 C -2.096 4.246 3.216
73 H 1.087 4.503 2.667
74 H 1.123 4.817 5.140
75 H -1.045 4.758 6.375
76 H -3.147 4.381 5.085
77 H -2.982 4.077 2.615
78 N 2.420 -5.823 -1.661
79 C 3.057 -6.965 -1.938
80 C 4.303 -7.296 -1.431
81 C 4.932 -6.391 -0.591
82 C 4.293 -5.200 -0.290
83 C 3.045 -4.967 -0.846
84 H 2.528 -7.640 -2.601
85 H 4.769 -8.238 -1.689
86 H 5.907 -6.613 -0.176
87 H 4.751 -4.468 0.362
88 H 2.505 -4.049 -0.636
89 N 9.452 -2.194 -0.482
90 C 9.782 -3.039 0.500
91 C 10.853 -3.916 0.436
92 C 11.628 -3.922 -0.713
93 C 11.304 -3.057 -1.746
94 C 10.214 -2.218 -1.579
95 H 9.146 -3.000 1.377
96 H 11.075 -4.576 1.264
97 H 12.473 -4.593 -0.803
98 H 11.884 -3.033 -2.658
99 H 9.924 -1.521 -2.359
100 N -5.572 -0.934 4.914
101 C -4.738 -1.340 3.947
102 C -4.814 -2.585 3.340
103 C -5.804 -3.460 3.756
104 C -6.678 -3.061 4.756
105 C -6.521 -1.796 5.296
106 H -3.978 -0.625 3.657
107 H -4.115 -2.860 2.562
108 H -5.895 -4.442 3.306
109 H -7.463 -3.717 5.108
110 H -7.182 -1.437 6.078
111 N -7.356 -0.075 10.202
112 C -6.960 -0.899 11.178
113 C -5.852 -1.725 11.088
114 C -5.109 -1.701 9.919
115 C -5.500 -0.857 8.892
116 C -6.623 -0.068 9.084
117 H -7.574 -0.885 12.072
118 H -5.577 -2.370 11.913
119 H -4.236 -2.333 9.808
120 H -4.946 -0.810 7.963
121 H -6.965 0.611 8.310

Mulliken atomic charge list, values in e, 2 entries:
1. C -0.529
2. O -0.484

=====

Entry 2:
ORCA calculation (the ωB97M-V functional and the def2-TZVPD basis) on a molecular structure, C33H46BaBrN3P2Se at a distorted geometry.

Properties
ΔE to the lowest compared entry with this formula, charge and spin (kcal per mole): 1.2
Charge: +2

Cartesian coordinates (Å):
1 C -0.984 7.056 -4.372
2 C -1.221 5.692 -4.620
3 C -1.462 5.307 -5.954
4 C -1.416 6.279 -6.959
5 N -1.160 7.559 -6.705
6 C -0.958 7.947 -5.450
7 C -1.169 4.727 -3.539
8 C -1.037 3.860 -2.701
9 C -0.571 2.830 -1.832
10 C 0.596 3.032 -1.089
11 C 1.213 1.989 -0.418
12 C 0.683 0.656 -0.481
13 C -0.579 0.494 -1.126
14 C -1.214 1.593 -1.699
15 Ba -1.084 1.985 1.272
16 P 1.911 -0.665 -0.061
17 H -1.652 4.260 -6.208
18 H -0.790 7.412 -3.358
19 H -1.584 5.998 -7.998
20 H -0.758 9.003 -5.272
21 H -2.206 1.534 -2.155
22 H 1.033 4.036 -1.093
23 H -1.118 -0.480 -1.025
24 H 2.059 2.215 0.251
25 C 1.707 -2.092 1.048
26 C 2.457 -3.360 0.623
27 H 0.618 -2.263 1.074
28 H 2.003 -1.748 2.056
29 H 2.461 -4.051 1.473
30 H 1.935 -3.865 -0.196
31 H 3.506 -3.224 0.310
32 C 2.094 -1.356 -1.703
33 C 2.900 -0.505 -2.679
34 H 1.055 -1.398 -2.055
35 H 2.434 -2.396 -1.623
36 H 2.701 -0.927 -3.672
37 H 2.603 0.556 -2.667
38 H 3.985 -0.560 -2.497
39 C 3.438 0.071 0.526
40 C 4.682 -0.800 0.633
41 H 3.204 0.510 1.505
42 H 3.613 0.909 -0.153
43 H 5.520 -0.157 0.921
44 H 4.584 -1.585 1.389
45 H 4.948 -1.265 -0.321
46 Br -0.781 -0.618 2.772
47 P -2.794 -3.406 -2.587
48 C -0.953 -3.579 -2.545
49 C -0.510 -5.029 -2.759
50 H -0.594 -3.199 -1.575
51 H -0.546 -2.934 -3.338
52 H 0.566 -5.073 -2.963
53 H -0.703 -5.650 -1.877
54 H -1.023 -5.488 -3.612
55 C -3.214 -3.153 -0.811
56 C -4.609 -3.704 -0.500
57 H -3.132 -2.091 -0.536
58 H -2.460 -3.718 -0.246
59 H -4.754 -3.782 0.581
60 H -5.408 -3.067 -0.890
61 H -4.741 -4.703 -0.926
62 C -2.999 -1.715 -3.285
63 C -3.236 -1.750 -4.797
64 H -2.111 -1.116 -3.042
65 H -3.865 -1.277 -2.770
66 H -3.581 -0.769 -5.142
67 H -2.321 -1.990 -5.348
68 H -3.999 -2.486 -5.073
69 C 2.715 -0.086 5.647
70 N 1.505 0.634 5.959
71 C 0.845 1.501 5.107
72 Se 1.427 2.105 3.450
73 N -0.360 1.712 5.711
74 C -0.496 0.958 6.868
75 C -1.617 0.731 7.688
76 C -1.446 -0.229 8.717
77 C -0.222 -0.919 8.882
78 C 0.868 -0.691 8.032
79 C 0.687 0.273 7.030
80 H 3.193 -0.399 6.582
81 H 3.394 0.559 5.080
82 H 2.505 -0.984 5.051
83 H -1.054 2.342 5.345
84 H -2.530 1.302 7.529
85 H -2.288 -0.450 9.397
86 H -0.149 -1.655 9.682
87 H 1.809 -1.219 8.112

Mulliken atomic charge list, values in e, 2 entries:
1. C -0.450
2. C 0.700

=====

Entry 3:
ORCA calculation (the ωB97M-V functional and the def2-TZVPD basis) on a molecular structure, C45H103F3N4O12Y at a distorted geometry.

Properties
Charge: +1

Cartesian coordinates (Å):
1 Y -11.353 7.801 1.898
2 C -10.702 12.272 3.015
3 C -11.764 11.168 3.196
4 O -11.805 10.121 2.280
5 H -10.860 12.875 2.124
6 H -9.695 11.843 2.980
7 H -10.672 12.897 3.908
8 H -12.698 11.726 3.034
9 H -11.741 10.853 4.247
10 C -10.432 6.320 4.782
11 O -9.982 7.688 4.693
12 O -11.244 6.175 3.698
13 C -9.192 5.412 4.831
14 F -8.450 5.655 5.895
15 F -9.472 4.116 4.755
16 F -8.459 5.673 3.729
17 C -9.511 8.349 5.889
18 C -9.138 9.778 5.469
19 H -8.078 9.700 5.198
20 H -9.675 10.117 4.586
21 H -9.169 10.416 6.350
22 H -8.601 7.924 6.303
23 H -10.340 8.374 6.601
24 H -10.983 6.177 5.723
25 O -8.855 5.940 8.840
26 H -9.012 6.290 7.958
27 H -7.903 6.037 8.973
28 O -9.186 8.313 2.256
29 H -8.975 8.371 3.210
30 H -8.325 8.430 1.786
31 O -13.292 8.080 3.373
32 H -13.422 9.029 3.548
33 H -13.394 7.639 4.234
34 O -10.260 3.126 2.391
35 H -10.716 3.779 2.942
36 H -10.845 2.990 1.637
37 C -7.730 11.129 1.121
38 C -6.312 10.641 1.474
39 C -5.846 11.351 2.733
40 C -4.574 10.766 3.311
41 C -4.712 9.274 3.621
42 C -5.244 8.419 2.439
43 N -6.323 9.226 1.758
44 O -6.919 8.454 0.686
45 C -4.099 8.082 1.481
46 C -5.907 7.130 2.914
47 C -5.462 11.020 0.220
48 H -8.004 10.860 0.100
49 H -7.743 12.219 1.030
50 H -8.448 10.828 1.882
51 H -5.630 12.413 2.569
52 H -6.673 11.438 3.446
53 H -4.418 11.287 4.257
54 H -3.749 10.982 2.632
55 H -5.298 9.125 4.530
56 H -3.706 8.902 3.835
57 H -3.503 7.289 1.939
58 H -4.412 7.658 0.523
59 H -3.412 8.903 1.269
60 H -6.339 6.646 2.041
61 H -5.168 6.403 3.257
62 H -6.587 7.320 3.745
63 H -6.013 10.700 -0.667
64 H -4.479 10.550 0.195
65 H -5.395 12.106 0.206
66 H -6.285 8.686 -0.015
67 C -13.379 4.533 7.274
68 C -14.760 5.068 6.881
69 C -15.098 4.198 5.645
70 C -16.560 4.276 5.214
71 C -17.397 3.918 6.423
72 C -17.154 4.834 7.669
73 N -15.717 4.884 7.946
74 O -15.444 5.610 9.116
75 C -17.704 6.252 7.418
76 C -17.919 4.192 8.837
77 C -14.547 6.478 6.322
78 H -12.631 4.333 6.509
79 H -13.565 3.504 7.619
80 H -13.006 5.003 8.188
81 H -14.564 4.461 4.728
82 H -14.881 3.153 5.880
83 H -16.942 3.773 4.323
84 H -16.782 5.310 4.908
85 H -17.033 2.974 6.849
86 H -18.458 3.752 6.243
87 H -18.756 6.271 7.128
88 H -17.504 6.865 8.296
89 H -17.228 6.714 6.551
90 H -17.464 3.242 9.127
91 H -18.106 4.906 9.635
92 H -18.905 3.847 8.509
93 H -15.336 6.839 5.655
94 H -13.604 6.583 5.782
95 H -14.513 7.251 7.099
96 H -15.107 4.934 9.716
97 C -6.283 3.613 8.618
98 C -4.946 4.357 8.399
99 C -4.586 4.132 6.913
100 C -5.221 5.195 6.040
101 C -4.506 6.488 6.412
102 C -4.839 6.962 7.846
103 N -5.178 5.790 8.713
104 O -5.462 6.170 10.038
105 C -3.604 7.604 8.482
106 C -6.025 7.908 7.873
107 C -3.782 3.858 9.248
108 H -6.798 3.991 9.511
109 H -6.169 2.545 8.793
110 H -6.977 3.889 7.825
111 H -3.512 4.122 6.727
112 H -5.022 3.214 6.505
113 H -6.290 5.272 6.235
114 H -5.170 4.968 4.972
115 H -4.883 7.291 5.762
116 H -3.445 6.514 6.163
117 H -3.093 8.253 7.765
118 H -3.803 8.134 9.413
119 H -2.877 6.841 8.766
120 H -6.949 7.400 7.592
121 H -6.142 8.332 8.871
122 H -5.882 8.775 7.221
123 H -4.010 3.849 10.318
124 H -2.970 4.589 9.234
125 H -3.369 2.896 8.945
126 H -6.191 5.590 10.298
127 C -11.294 8.354 9.163
128 C -12.264 8.885 10.238
129 C -13.644 8.221 10.070
130 C -14.634 8.582 11.158
131 C -14.100 8.119 12.485
132 C -12.659 8.627 12.778
133 N -11.805 8.506 11.573
134 O -10.451 8.781 11.848
135 C -12.710 10.080 13.215
136 C -12.135 7.786 13.912
137 C -12.449 10.410 10.017
138 H -11.862 8.143 8.254
139 H -11.002 7.373 9.544
140 H -10.437 8.995 8.974
141 H -14.054 8.395 9.072
142 H -13.443 7.144 10.070
143 H -15.681 8.345 10.940
144 H -14.833 9.664 11.144
145 H -14.071 7.023 12.488
146 H -14.711 8.388 13.347
147 H -13.037 10.760 12.436
148 H -13.243 10.255 14.152
149 H -11.671 10.315 13.473
150 H -11.797 6.798 13.566
151 H -11.262 8.183 14.434
152 H -12.868 7.489 14.663
153 H -12.281 10.689 8.971
154 H -11.696 11.036 10.506
155 H -13.419 10.801 10.316
156 H -10.105 7.918 12.103
157 C -7.272 1.791 2.969
158 C -6.342 2.961 2.783
159 C -5.070 2.583 2.032
160 O -6.965 3.956 1.989
161 H -7.545 1.428 1.974
162 H -8.191 2.032 3.508
163 H -6.881 0.953 3.551
164 H -6.066 3.301 3.793
165 H -4.439 1.829 2.502
166 H -4.386 3.434 1.954
167 H -5.349 2.332 1.008
168 H -7.878 4.040 2.292

Mulliken atomic charge list, values in e, 2 entries:
1. Y 1.391
2. C -0.697

=====

Entry 4:
ORCA calculation (the ωB97M-V functional and the def2-TZVPD basis) on a molecular structure, C38H43BrN4O6S2Sr.

Properties
ΔE to the lowest compared entry with this formula, charge and spin (kcal per mole): 58.9
Charge: -2

Cartesian coordinates (Å):
1 Sr -0.424 -0.526 -0.295
2 C 1.079 -1.528 2.644
3 C 1.960 -0.304 2.924
4 C 2.865 0.088 1.757
5 C 1.140 0.828 3.521
6 C 1.329 1.093 4.872
7 C 0.551 2.017 5.553
8 C -0.487 2.627 4.877
9 C -0.723 2.387 3.525
10 C -2.009 2.912 2.916
11 C -3.213 2.287 3.627
12 C -2.098 4.436 2.929
13 C 0.164 1.560 2.807
14 N 0.088 1.418 1.405
15 C 0.046 2.519 0.700
16 C -0.090 2.654 -0.761
17 C 0.840 3.729 -1.399
18 C 0.784 3.318 -2.848
19 C 0.386 2.017 -2.846
20 N 0.043 1.508 -1.640
21 C 0.206 1.150 -4.082
22 C -1.142 1.532 -4.710
23 C 1.332 1.394 -5.087
24 C 0.168 -0.337 -3.723
25 H 1.679 -2.389 2.341
26 H 0.334 -1.361 1.868
27 H 0.504 -1.796 3.532
28 H 2.628 -0.619 3.733
29 H 2.303 0.384 0.875
30 H 3.503 -0.753 1.478
31 H 3.504 0.926 2.047
32 H 2.105 0.549 5.402
33 H 0.728 2.221 6.603
34 H -1.159 3.292 5.409
35 H -2.058 2.600 1.875
36 H -3.297 2.627 4.664
37 H -3.132 1.198 3.634
38 H -4.134 2.558 3.106
39 H -2.094 4.829 3.951
40 H -3.018 4.760 2.440
41 H -1.270 4.883 2.378
42 H 0.223 3.473 1.203
43 H 1.856 3.572 -0.991
44 H 1.116 3.923 -3.674
45 H -1.130 2.571 -5.042
46 H -1.937 1.427 -3.969
47 H -1.365 0.885 -5.565
48 H 1.364 2.440 -5.394
49 H 1.183 0.781 -5.982
50 H 2.301 1.142 -4.652
51 H -0.725 -0.565 -3.136
52 H 1.052 -0.642 -3.161
53 H 0.109 -0.936 -4.636
54 Br -9.200 0.178 0.645
55 C -7.341 -0.206 0.462
56 C -6.524 -0.118 1.576
57 C -5.174 -0.405 1.435
58 C -4.655 -0.769 0.200
59 C -5.493 -0.837 -0.904
60 C -6.847 -0.561 -0.781
61 C -3.179 -1.066 0.060
62 O -2.487 -1.067 1.106
63 O -2.725 -1.261 -1.099
64 H -6.934 0.176 2.533
65 H -4.500 -0.345 2.277
66 H -5.061 -1.100 -1.860
67 H -7.507 -0.612 -1.636
68 C -0.404 -6.117 -0.293
69 S -1.898 -5.109 -0.325
70 C -1.637 -4.293 -1.908
71 H -0.433 -6.899 -1.053
72 H -0.347 -6.586 0.689
73 H 0.473 -5.486 -0.448
74 H -0.644 -3.841 -1.927
75 H -2.382 -3.504 -1.997
76 H -1.727 -4.995 -2.738
77 O 1.797 -3.761 -1.261
78 C 2.321 -2.653 -1.091
79 O 1.752 -1.548 -0.883
80 C 3.849 -2.587 -1.126
81 C 4.595 -3.761 -1.110
82 C 5.977 -3.720 -1.129
83 C 6.598 -2.482 -1.180
84 C 5.883 -1.295 -1.208
85 C 4.500 -1.358 -1.176
86 N 8.065 -2.429 -1.205
87 O 8.679 -3.483 -1.191
88 O 8.601 -1.336 -1.257
89 H 4.058 -4.700 -1.083
90 H 6.576 -4.619 -1.109
91 H 6.406 -0.352 -1.250
92 H 3.897 -0.460 -1.184
93 S -1.834 3.220 -0.537
94 C 0.530 5.129 -1.105
95 N 0.406 6.259 -0.928

Mulliken atomic charge list, values in e, 2 entries:
1. Sr 1.614
2. C -1.090

=====

Number 1: highest occupied orbital energy -8.27 eV. Number 2: highest occupied orbital energy -12.24 eV. Number 3: highest occupied orbital energy -9.25 eV. Number 4: highest occupied orbital energy -1.36 eV.